(1)
Molecular formula: C9H12BCl2N3OS
Method: DFT, ωB97M-V/def2-TZVPD

Each line ends with the Löwdin charge.
Geometry (Å):
C1 1.892298 -2.579960 2.955323  -0.004
B1 1.749177 -1.768295 1.607762  -0.436
O1 2.942535 -1.417492 0.991188  0.111
C2 0.359019 -1.390345 0.970694  -0.044
C3 -0.727923 -2.114445 1.391059  0.033
C4 -2.017967 -1.881323 0.853647  -0.357
N1 -3.164969 -2.509703 1.128518  -0.240
S1 -4.285102 -1.855827 0.198736  0.999
N2 -3.412189 -0.751445 -0.599466  -0.221
C5 -2.169174 -0.879252 -0.129695  -0.362
C6 -1.058886 -0.099335 -0.566390  0.033
C7 0.169003 -0.351881 -0.031349  -0.147
C8 1.353498 0.469979 -0.511526  -0.222
N3 0.922776 1.613824 -1.321488  -0.028
H1 1.799037 -1.946217 3.836738  0.072
H2 1.205404 -3.420715 3.013605  0.053
H3 2.893704 -3.005066 2.985785  0.061
H4 2.900729 -1.670843 0.063682  0.097
H5 -0.613646 -2.878647 2.144298  0.107
H6 -1.241712 0.641606 -1.323111  0.075
H7 1.924740 0.826416 0.344647  0.118
H8 1.986630 -0.173745 -1.116995  0.117
H9 0.412732 2.255644 -0.728014  0.046
H10 1.716254 2.095185 -1.718584  0.070
C9 -1.123522 4.651261 -3.003758  -1.016
Cl1 -0.696705 5.143535 -1.356392  0.499
Cl2 -1.351132 2.906556 -3.126626  0.538
H11 -2.045099 5.146938 -3.283861  0.023
H12 -0.319509 4.943592 -3.668428  0.023

Cartesian forces (eV/Å) of the 3 atoms listed first:
0.376 0.136 -0.323
0.188 0.006 0.266
-0.210 -0.841 0.037

Output
- max |F| (Eh/bohr) = 0.01687
- E (Ha) = -1933.1290
- highest occupied orbital energy (eV) = -8.91
- orbital gap (eV) = 8.381

(2)
Molecular formula: C27H38BaBrClN3O6
Method: DFT, ωB97M-V/def2-TZVPD

Each line ends with the Löwdin charge.
Geometry (Å):
O1 -0.979978 2.293706 0.802358  -0.406
C1 -1.309502 3.258927 -0.083818  -0.499
C2 -2.733970 3.028825 -0.606299  -0.188
C3 -3.308338 1.756288 -0.697333  -0.048
H1 -2.748407 0.871124 -0.386484  0.092
C4 -4.622688 1.616152 -1.165708  -0.088
H2 -5.088548 0.622825 -1.214715  0.099
C5 -5.328885 2.760376 -1.588733  -0.117
H3 -6.343869 2.657733 -1.988904  0.088
C6 -4.730063 4.030369 -1.550037  -0.101
H4 -5.252017 4.925699 -1.914459  0.094
C7 -3.433245 4.152802 -1.046310  -0.053
H5 -2.932218 5.119185 -0.998221  0.112
H6 -1.319743 4.277301 0.388723  0.129
C8 1.133937 3.887030 -0.803200  -0.050
C9 -0.243986 3.401423 -1.210834  -0.267
H7 1.614647 4.408228 -1.645424  0.068
H8 1.821292 3.073242 -0.511300  0.059
H9 1.054362 4.558474 0.063647  0.079
C10 -0.543293 3.014094 -2.444944  -0.145
C11 0.358859 3.135373 -3.631284  -0.145
H10 -1.531311 2.582702 -2.672571  0.115
H11 -0.089317 3.833072 -4.347983  0.068
H12 0.482172 2.167255 -4.125649  0.019
H13 1.348646 3.518664 -3.373584  0.052
Ba1 0.416708 0.185254 -0.125516  1.895
Cl1 2.083078 0.361054 -2.868230  -0.187
C12 2.724867 -1.580018 -0.891492  -0.551
O2 2.817616 -0.848518 0.099894  -0.205
N1 3.345269 -2.731374 -1.047983  -0.177
C13 4.355518 -3.103562 -0.077469  -0.035
C14 3.244477 -3.493416 -2.273025  -0.040
H14 2.091539 -1.303224 -1.796055  -0.080
H15 4.206950 -2.468661 0.797997  0.085
H16 5.353425 -2.913184 -0.501599  0.092
H17 4.220280 -4.157857 0.189535  0.086
H18 2.350641 -3.170821 -2.807074  0.092
H19 3.149601 -4.556808 -2.053212  0.084
H20 4.104060 -3.313595 -2.928076  0.089
H21 -4.120761 -0.172370 3.332533  0.086
H22 -2.925533 -2.460073 2.998730  0.090
C15 -3.540374 0.126285 2.447158  -0.063
C16 -2.290370 -1.993589 2.228654  -0.036
N2 -2.252631 -0.547685 2.426009  -0.184
H23 -3.352814 1.204337 2.468878  0.088
C17 -1.195054 0.081168 3.004105  -0.349
O3 -0.026363 -0.336123 3.006938  -0.045
H24 -1.281758 -2.417779 2.249504  0.077
H25 -1.473675 1.048058 3.467278  0.136
H26 -4.112675 -0.132921 1.549012  0.084
H27 -2.751401 -2.186414 1.248039  0.093
H28 4.676927 2.450130 3.175979  0.095
H29 2.952610 3.153578 5.093974  0.088
C18 4.035126 3.098118 2.566270  -0.030
C19 2.331153 3.569288 4.297085  -0.052
N3 2.658911 2.988619 3.011853  -0.185
H30 4.094332 2.775501 1.525512  0.093
C20 1.786630 2.223064 2.354796  -0.292
O4 2.088320 1.612440 1.301267  -0.217
H31 1.285650 3.354142 4.516591  0.088
H32 0.773843 2.179893 2.800652  0.123
H33 4.340553 4.142302 2.676339  0.087
H34 2.475463 4.650272 4.269535  0.085
Br1 -1.778832 -3.703636 -3.168607  0.806
C21 -0.924538 -4.906004 -1.993448  -0.599
C22 -0.884863 -6.257872 -2.374088  -0.147
C23 -0.224289 -7.203876 -1.585858  -0.101
C24 0.396962 -6.793139 -0.406389  -0.101
C25 0.348995 -5.461223 -0.010278  -0.029
C26 -0.310313 -4.486540 -0.782777  -0.143
C27 -0.280111 -3.041638 -0.319062  -0.672
O5 0.468626 -2.775636 0.677161  -0.112
O6 -0.922710 -2.142309 -0.963247  -0.272
H35 -1.369539 -6.577404 -3.294007  0.087
H36 -0.192792 -8.248018 -1.891787  0.096
H37 0.919398 -7.516907 0.216233  0.095
H38 0.839328 -5.152179 0.914835  0.116

Cartesian forces (eV/Å) of the 3 atoms listed first:
0.732 -0.993 0.627
0.274 0.057 -0.002
0.404 0.456 -0.424

Output
- max |F| (Eh/bohr) = 0.04949
- charge = -1
- E (Ha) = -4727.2656
- highest occupied orbital energy (eV) = -4.93
- orbital gap (eV) = 7.214

(3)
Molecular formula: C44H96CaF8N8O16S8
Method: DFT, ωB97M-V/def2-TZVPD

Each line ends with the Löwdin charge.
Geometry (Å):
Ca1 1.326514 2.716201 -0.582509  1.494
C1 0.447081 0.182045 9.073430  -0.103
C2 -0.228172 1.517122 8.970357  -0.278
C3 -0.231991 1.949823 7.471840  -0.146
C4 -1.305044 1.017293 6.741382  -0.079
N1 -2.055975 1.650058 5.500183  -0.164
C5 -2.937394 0.584037 4.791747  -0.093
C6 -3.907224 1.367813 3.926155  -0.145
C7 -4.086857 2.667586 4.669430  -0.126
C8 -3.099644 2.705104 5.935351  -0.048
C9 -0.997860 2.342287 4.550118  -0.087
C10 0.081289 1.409019 4.021361  -0.182
C11 1.215234 2.023921 3.144126  -0.058
H1 0.012939 -0.504331 8.346447  0.070
H2 0.340063 -0.085421 10.124671  0.087
H3 1.505774 0.304299 8.844687  0.087
H4 0.328672 2.244964 9.560504  0.113
H5 -1.214704 1.597326 9.426906  0.108
H6 0.771791 1.667760 7.154119  0.106
H7 -0.410263 3.021610 7.384634  0.113
H8 -2.043194 0.708433 7.481530  0.119
H9 -0.941768 0.089025 6.300431  0.117
H10 -2.391085 -0.107970 4.150829  0.122
H11 -3.466311 0.113402 5.620515  0.127
H12 -3.483780 1.433695 2.923926  0.112
H13 -4.915727 0.960251 3.856077  0.106
H14 -3.806638 3.507722 4.034003  0.103
H15 -5.068669 2.939979 5.056660  0.118
H16 -2.747441 3.711234 6.162845  0.135
H17 -3.601850 2.354982 6.837188  0.123
H18 -0.426775 2.984965 5.220140  0.113
H19 -1.419488 3.053824 3.840164  0.113
H20 -0.391419 0.636619 3.414687  0.079
H21 0.540093 1.033132 4.935859  0.101
H22 2.095579 1.383083 3.193256  0.072
H23 1.571210 2.932307 3.630143  0.086
H24 1.064210 2.238090 2.086089  0.027
C12 -2.595912 -3.425331 3.173146  -0.087
C13 -3.236600 -3.669634 4.534147  -0.231
C14 -4.533185 -2.828648 4.682333  -0.179
C15 -5.623251 -3.470715 3.840183  -0.086
N2 -7.025282 -2.737334 3.941939  -0.183
C16 -8.034365 -3.387486 2.950972  -0.070
C17 -9.189350 -2.334585 2.737751  -0.117
C18 -8.469911 -1.024886 2.963012  -0.142
C19 -6.984154 -1.330243 3.298362  -0.070
C20 -7.669084 -2.684091 5.363169  -0.127
C21 -7.970020 -3.998321 5.988786  -0.208
C22 -7.944435 -4.083933 7.581154  -0.053
H25 -1.552409 -3.725630 3.078166  0.082
H26 -2.639132 -2.429490 2.732090  0.054
H27 -3.212600 -4.050669 2.527574  0.075
H28 -2.714412 -3.428697 5.460082  0.103
H29 -3.512640 -4.718623 4.641491  0.112
H30 -4.375505 -1.767579 4.489010  0.090
H31 -4.801782 -3.003622 5.724129  0.109
H32 -5.821002 -4.528571 4.013186  0.130
H33 -5.480131 -3.532278 2.761377  0.117
H34 -8.313042 -4.379115 3.307511  0.125
H35 -7.486767 -3.525142 2.018615  0.118
H36 -9.865096 -2.417158 3.589020  0.105
H37 -9.715182 -2.529738 1.803132  0.127
H38 -8.886005 -0.475728 3.807628  0.110
H39 -8.633125 -0.445892 2.054037  0.115
H40 -6.422186 -0.821066 4.081329  0.104
H41 -6.294423 -1.445087 2.462182  0.111
H42 -8.533851 -2.020822 5.344292  0.130
H43 -6.874913 -2.215010 5.943985  0.116
H44 -7.136707 -4.630374 5.681869  0.097
H45 -8.903984 -4.366156 5.563914  0.115
H46 -7.636084 -5.089575 7.866999  0.073
H47 -8.926083 -3.877506 8.007605  0.073
H48 -7.215440 -3.408184 8.028413  0.067
C23 10.022201 6.077593 -3.845214  -0.096
C24 9.695018 4.749706 -4.652899  -0.204
C25 8.800378 3.980541 -3.687043  -0.206
C26 8.770682 2.479493 -4.109158  -0.105
N3 7.984461 1.506590 -3.217645  -0.166
C27 6.438803 1.849900 -3.155135  -0.071
C28 5.568168 0.667296 -3.566289  -0.157
C29 6.546585 -0.506110 -3.704594  -0.109
C30 7.957799 0.180388 -3.922762  -0.089
C31 8.530704 1.478528 -1.763253  -0.102
C32 9.974849 0.958502 -1.620350  -0.203
C33 10.325789 0.853971 -0.120386  -0.073
H49 10.282566 6.023135 -2.788166  0.074
H50 9.262935 6.846616 -3.987325  0.072
H51 10.897375 6.595435 -4.237669  0.066
H52 10.617881 4.169754 -4.643390  0.105
H53 9.316587 4.943245 -5.656607  0.117
H54 7.849738 4.496855 -3.553611  0.119
H55 9.199911 3.985280 -2.672914  0.103
H56 9.772409 2.050869 -4.078621  0.126
H57 8.352973 2.476901 -5.115937  0.135
H58 6.219898 2.073147 -2.110936  0.075
H59 6.203633 2.746234 -3.729042  0.130
H60 4.787890 0.488803 -2.826421  0.105
H61 5.038090 0.938025 -4.479432  0.109
H62 6.501868 -1.203469 -2.868055  0.119
H63 6.131899 -0.993345 -4.587058  0.100
H64 8.710199 -0.525968 -3.571980  0.120
H65 8.203226 0.238541 -4.983179  0.133
H66 7.791784 0.830457 -1.291990  0.120
H67 8.286901 2.389858 -1.217237  0.141
H68 10.528679 1.794660 -2.047215  0.101
H69 10.216581 0.096835 -2.242599  0.106
H70 9.525104 0.401156 0.464383  0.084
H71 10.755023 1.776064 0.271534  0.084
H72 11.237620 0.267371 -0.008235  0.078
C34 -2.828683 -0.680327 -8.966200  -0.083
C35 -2.616673 -0.238070 -7.462763  -0.187
C36 -1.703126 -1.307983 -6.732707  -0.183
C37 -0.222439 -1.349761 -7.128962  -0.102
N4 0.627081 -2.498406 -6.513122  -0.156
C38 0.940818 -2.238281 -4.981776  -0.044
C39 2.131751 -1.177215 -5.000661  -0.142
C40 2.926445 -1.372020 -6.317365  -0.136
C41 2.137565 -2.465561 -7.111604  -0.048
C42 0.053100 -3.940260 -6.696881  -0.157
C43 -0.136672 -4.368102 -8.080615  -0.244
C44 -0.906714 -5.718530 -8.110030  -0.060
H73 -3.264632 -1.678092 -9.016315  0.070
H74 -1.863041 -0.811770 -9.454423  0.056
H75 -3.475471 0.036915 -9.471496  0.074
H76 -3.480115 -0.134097 -6.805681  0.110
H77 -2.095829 0.719412 -7.470724  0.099
H78 -2.106104 -2.314796 -6.842392  0.104
H79 -1.799989 -1.106218 -5.665936  0.108
H80 0.250145 -0.412177 -6.836208  0.132
H81 -0.205328 -1.438127 -8.215244  0.112
H82 1.340713 -3.169656 -4.580883  0.131
H83 0.004201 -1.961523 -4.497778  0.108
H84 2.715668 -1.348125 -4.096265  0.100
H85 1.716708 -0.180848 -4.848730  0.103
H86 3.940214 -1.743670 -6.168175  0.101
H87 3.037948 -0.456379 -6.898115  0.110
H88 2.568144 -3.459436 -6.989457  0.124
H89 2.016170 -2.310198 -8.183625  0.121
H90 -0.853026 -3.969771 -6.091763  0.140
H91 0.844130 -4.593644 -6.328828  0.131
H92 0.813377 -4.283437 -8.608184  0.115
H93 -0.764641 -3.629442 -8.578744  0.105
H94 -1.961155 -5.724930 -7.833970  0.087
H95 -0.311103 -6.457352 -7.573849  0.081
H96 -0.993769 -6.068009 -9.138814  0.079
N5 3.432427 2.944824 -0.022270  -0.447
S1 4.329257 2.083563 0.782439  0.414
O1 4.343336 2.324846 2.234628  -0.246
O2 5.538483 1.493406 0.178341  -0.262
F1 3.239345 0.945266 0.713271  -0.210
S2 4.594389 4.224688 0.046801  0.631
O3 5.620853 4.199787 -1.012529  -0.280
O4 4.905931 4.819778 1.358881  -0.207
F2 3.613413 5.247829 -0.659137  -0.184
N6 0.397113 0.706492 -0.290758  -0.424
S3 -0.966459 -0.189730 0.393893  0.586
O5 -0.768633 -1.048364 1.548888  -0.237
O6 -1.974792 -0.473819 -0.539999  -0.192
F3 -1.613533 1.150982 0.996758  -0.201
S4 0.829144 -0.550507 -1.012384  0.440
O7 0.207205 -0.853816 -2.303246  -0.272
O8 1.446122 -1.640892 -0.264708  -0.231
F4 2.217845 0.105856 -1.600244  -0.263
N7 0.092827 4.248845 0.381648  -0.458
S5 -1.621092 4.333119 0.394342  0.602
O9 -2.200063 5.341795 -0.469856  -0.212
O10 -2.399700 3.899065 1.592241  -0.262
F5 -1.722228 3.077925 -0.544846  -0.194
S6 0.174239 5.378222 1.397047  0.453
O11 0.131363 5.045401 2.795678  -0.248
O12 -0.132144 6.757418 1.042713  -0.215
F6 1.816791 5.580987 1.244208  -0.237
N8 -6.633150 -1.873624 -0.054641  -0.268
S7 -7.519197 -1.471344 -1.394520  0.538
O13 -8.075186 -2.607905 -2.119323  -0.279
O14 -7.300673 -0.233036 -2.124067  -0.259
F7 -8.775698 -1.059198 -0.518574  -0.213
S8 -5.372622 -1.853541 -0.839994  0.414
O15 -4.726667 -0.553421 -0.990519  -0.299
O16 -5.253123 -2.867769 -1.927030  -0.295
F8 -4.550121 -2.510470 0.369709  -0.231

Cartesian forces (eV/Å) of the 3 atoms listed first:
-0.170 -0.310 -0.793
-0.181 0.303 0.641
0.143 1.428 -0.798

Output
- max |F| (Eh/bohr) = 0.24390
- charge = +2
- E (Ha) = -8037.1407
- highest occupied orbital energy (eV) = -11.93
- orbital gap (eV) = 7.357

(4)
Molecular formula: C3H7N3OS
Method: DFT, ωB97M-V/def2-TZVPD

Each line ends with the Löwdin charge.
Geometry (Å):
H1 2.723014 1.084846 -0.978233  0.041
N1 1.836704 1.343135 -0.588866  0.121
C1 1.131549 0.368145 -0.143247  -0.357
C2 1.589080 -1.144513 -0.025116  -0.196
O1 0.643856 -1.820332 0.892011  -0.226
N2 -0.251046 0.737243 0.242565  0.039
C3 -1.493294 0.142207 0.028618  -0.996
N3 -2.552716 0.885157 0.460435  0.016
S1 -1.709949 -1.212733 -0.744287  0.758
H2 1.482519 -1.306347 -1.182946  0.128
H3 2.798555 -1.306349 0.446942  0.192
H4 -0.154501 -2.146218 0.239431  0.011
H5 -0.323095 1.727220 0.564569  0.131
H6 -3.576427 0.614176 0.503950  0.124
H7 -2.144247 2.034361 0.284173  0.216

Cartesian forces (eV/Å) of the 3 atoms listed first:
0.735 -0.447 0.400
-2.050 -0.756 0.426
0.285 0.786 -0.042

Output
- max |F| (Eh/bohr) = 0.10604
- E (Ha) = -756.1019
- highest occupied orbital energy (eV) = -8.83
- SMILES string = [H]/N=C(\CO)NC(N)=S
- orbital gap (eV) = 9.063

(5)
Molecular formula: C6H12N4
Method: DFT, ωB97M-V/def2-TZVPD

Each line ends with the Löwdin charge.
Geometry (Å):
C1 1.629893 0.548890 1.078410  -0.012
C2 1.134046 0.076591 -0.266123  -0.308
N1 2.255587 -0.918700 -0.833520  0.284
N2 -0.198502 -0.352469 -0.192955  0.059
C3 -0.715077 -1.555276 -0.231879  0.001
C4 -2.028036 -1.850552 0.304774  -0.029
N3 -2.958592 -0.933245 0.276557  0.128
C5 -2.697462 0.402371 0.084774  -0.040
C6 -1.583726 1.114784 -0.084410  -0.087
N4 -0.998893 2.221528 -0.071513  0.159
H1 1.540578 -0.203714 1.880802  0.122
H2 1.070582 1.457909 1.458250  0.115
H3 2.502118 1.135005 1.162270  0.087
H4 1.353748 0.817545 -1.019803  0.156
H5 2.974491 -0.271242 -0.672758  0.137
H6 2.176316 -1.070684 -1.796872  0.150
H7 2.367143 -1.771228 -0.284671  0.181
H8 -0.137312 -2.341180 -0.746426  0.146
H9 -2.345240 -2.901842 0.480404  0.154
H10 -3.676707 0.793981 -0.224919  0.164
H11 -1.075952 3.011065 0.701747  0.233
H12 -0.588994 2.590464 -1.002131  0.200

Cartesian forces (eV/Å) of the 3 atoms listed first:
-2.021 1.004 1.843
1.561 -0.192 -0.569
-2.261 0.089 2.358

Output
- max |F| (Eh/bohr) = 0.10489
- charge = +2
- E (Ha) = -454.0718
- highest occupied orbital energy (eV) = -17.48
- SMILES string = C[C@@H]([NH3+])/N=C/C=N\C=C=[NH2+]
- orbital gap (eV) = 8.645

Q: max |F| of number 2 (C27H38BaBrClN3O6)?
A: 0.04949 Eh/bohr